Below is 2 unconnected molecules or ions with the total composition C6H9NO2S at a distorted geometry, with properties calculated with ωB97M-V with the def2-TZVPD basis set.

Geometry as ORCA input:
```
! RIJCOSX wB97M-V def2-TZVPD def2/J DEFGRID3
* xyz 0 1
C -1.42874 1.27432 -0.21521
C -0.05642 1.20658 -0.21548
C 0.32850 -0.20945 -0.12544
C -0.82900 -1.16965 -0.40909
C 0.65002 2.54789 -0.17295
C -0.70576 -2.40498 0.40002
N 1.71113 -0.60457 -0.18374
O 2.48894 0.27556 0.01088
O 1.90666 -1.80384 -0.43814
S -2.36780 -0.20944 -0.37517
H -2.03379 2.13661 -0.27196
H 0.53311 -0.23176 1.90727
H -0.61903 -1.56530 -1.47234
H 1.50046 2.32361 0.58498
H -0.02930 3.31876 0.39751
H 0.97535 3.08698 -1.03332
H 0.13507 -2.99373 0.04928
H -1.57638 -2.81824 0.12431
H -0.58302 -2.15936 1.43858
*
```

Computed properties:
- ΔE to the lowest compared entry with this formula, charge and spin: 749.7 kJ/mol
- HOMO energy (alpha / beta): -8.00 / -8.81 eV
- Energy: -837.17315 a.u.
- Kohn-Sham gap (alpha / beta): 7.1 / 7.4 eV
- F_max: 4.60 eV Å⁻¹


Below is C6H9NO2S2 in the gas phase at a distorted geometry, with properties calculated with ωB97M-V with the def2-TZVPD basis set.

Geometry as ORCA input:
```
! RIJCOSX wB97M-V def2-TZVPD def2/J DEFGRID3
* xyz 0 1
C 1.01523 -1.75983 -0.41190
C 0.46403 -0.56727 0.26856
C -1.05495 -0.46784 0.15420
N -1.73965 -0.99877 -0.82138
C -3.06061 -0.73929 -0.80911
C -3.40381 0.17281 0.18938
S -2.00345 0.62202 1.11099
S 1.12815 1.12200 -0.36431
C 2.47705 1.66213 0.91519
O 1.87726 0.75440 -1.53999
O 0.13990 2.13655 -0.35864
H 1.11765 -1.51389 -1.42305
H 2.06436 -2.00064 -0.03925
H 0.34026 -2.62694 -0.31128
H 0.90783 -0.49381 1.42932
H -3.68129 -0.92030 -1.67971
H -4.44509 0.54135 0.54931
H 1.89338 2.17627 1.69539
H 2.82313 0.70039 1.18849
H 3.14062 2.20067 0.25780
*
```

Computed properties:
- SMILES: C[C@H](c1nccs1)S(C)(=O)=O
- ΔE to the lowest compared entry with this formula, charge and spin: 105.9 kJ/mol
- HOMO energy: -9.11 eV
- Energy: -1235.56837 a.u.
- Kohn-Sham gap: 9.6 eV
- F_max: 4.18 eV Å⁻¹


Below is C6H9NO3 in the gas phase at a distorted geometry, with properties calculated with ωB97M-V with the def2-TZVPD basis set.

Geometry as ORCA input:
```
! RIJCOSX wB97M-V def2-TZVPD def2/J DEFGRID3
* xyz 0 1
C 0.08155 1.87168 -1.12451
C -0.03739 0.39449 -0.82600
O -0.60943 -0.37655 -1.60824
C 0.93389 -0.15349 0.25584
C 2.11370 -0.91331 -0.32825
C 0.01713 -0.97885 1.07588
O -0.01353 -2.13683 1.37679
C -1.42218 -0.05918 1.17388
N -2.55970 -0.74670 0.89799
O -1.35690 0.99257 1.78640
H -0.85121 2.21541 -1.57720
H 0.26817 2.44541 -0.21536
H 0.90458 2.02385 -1.82655
H 1.26283 0.67610 0.88927
H 2.72986 -1.35275 0.46156
H 1.77326 -1.72813 -0.97379
H 2.72894 -0.23832 -0.93006
H -2.51387 -1.54215 0.27320
H -3.44967 -0.39327 1.21916
*
```

Computed properties:
- SMILES: CC(=O)[C@H](C)C(=O)C(N)=O
- ΔE to the lowest compared entry with this formula, charge and spin: 65.5 kJ/mol
- HOMO energy: -9.17 eV
- Energy: -514.48792 a.u.
- Kohn-Sham gap: 9.3 eV
- F_max: 3.85 eV Å⁻¹


Below is C6H9NO3 in the gas phase at a distorted geometry, with properties calculated with ωB97M-V with the def2-TZVPD basis set.

Geometry as ORCA input:
```
! RIJCOSX wB97M-V def2-TZVPD def2/J DEFGRID3
* xyz 0 1
C -1.16376 -1.16881 1.83426
C -1.83303 0.14900 1.15132
C -0.87773 0.75856 0.26315
O -0.77830 2.09529 0.07128
C 0.20646 2.55263 -0.71387
O 0.59047 3.65939 -0.87266
O 0.83459 1.43781 -1.24907
C 0.37031 0.30884 -0.72733
N 0.75347 -0.88225 -1.19572
C 2.15323 -0.98821 -1.56859
H -1.47951 -1.06221 2.85649
H 0.00009 -1.12133 1.75552
H -1.50058 -2.03119 1.20755
H -2.11423 0.86158 1.96351
H -2.79950 -0.02362 0.79185
H 0.26463 -1.75417 -0.71894
H 2.32240 -1.93261 -2.02127
H 2.28787 -0.05593 -2.16981
H 2.76312 -0.80277 -0.65767
*
```

Computed properties:
- SMILES: CCc1oc(=O)oc1NC
- ΔE to the lowest compared entry with this formula, charge and spin: 322.1 kJ/mol
- HOMO energy: -6.80 eV
- Energy: -514.39018 a.u.
- Kohn-Sham gap: 7.4 eV
- F_max: 9.33 eV Å⁻¹


Below is C6H9NO3S in the gas phase at a distorted geometry, with properties calculated with ωB97M-V with the def2-TZVPD basis set.

Geometry as ORCA input:
```
! RIJCOSX wB97M-V def2-TZVPD def2/J DEFGRID3
* xyz 0 3
C -2.50700 0.82518 0.73947
C 0.98391 0.44317 -1.50789
C 0.49313 1.17824 -0.22433
C 1.73101 -0.77445 -1.11625
C -0.01011 0.25640 0.86323
C 0.00491 -1.25218 0.45681
N -1.30743 0.61209 1.40620
O -3.42717 1.39768 1.30226
O 1.06486 -1.70632 -0.24447
O -0.67711 -2.11128 1.15557
S -2.33833 0.25001 -0.91812
H 0.03833 0.18127 -2.07940
H 1.76157 1.03635 -2.10478
H 0.99930 2.03555 0.38964
H -0.42807 1.74777 -0.62359
H 1.96572 -1.41476 -1.96073
H 2.65647 -0.53492 -0.45029
H 0.69288 0.24066 1.68588
H -1.34702 0.56511 2.39897
H -0.34984 -2.97560 0.83183
*
```

Computed properties:
- ΔE to the lowest compared entry with this formula, charge and spin: 0.0 kJ/mol
- HOMO energy (alpha / beta): -5.74 / -9.61 eV
- Energy: -912.54027 a.u.
- Kohn-Sham gap (alpha / beta): 6.3 / 7.0 eV
- F_max: 5.27 eV Å⁻¹
- ⟨S²⟩: 2.006


Below is C6H9NO4 in the gas phase at a distorted geometry, with properties calculated with ωB97M-V with the def2-TZVPD basis set.

Geometry as ORCA input:
```
! RIJCOSX wB97M-V def2-TZVPD def2/J DEFGRID3
* xyz 0 1
C 0.23712 2.30160 -0.06801
C 0.56866 0.85178 0.48962
C 1.43201 0.87896 1.83879
O 1.31493 0.16943 -0.52746
C 0.85107 -0.86348 -1.33867
O 1.50131 -1.33322 -2.20371
C -0.52386 -1.32792 -0.96274
N -1.24802 -2.33102 -1.72400
C -1.17750 -0.77956 0.14650
O -2.37783 -1.17648 0.65783
O -0.62739 0.19565 0.90095
H -0.55986 2.24184 -0.80118
H 1.09509 2.70808 -0.45707
H -0.02015 3.04179 0.73933
H 2.26992 0.19626 1.89219
H 0.77420 0.61122 2.62415
H 1.90679 1.82615 2.12919
H -1.67239 -2.99980 -0.99595
H -0.64477 -2.87627 -2.35148
H -3.09934 -1.33499 0.01171
*
```

Computed properties:
- SMILES: CC1(C)OC(=O)C(N)=C(O)O1
- ΔE to the lowest compared entry with this formula, charge and spin: 186.2 kJ/mol
- HOMO energy: -8.10 eV
- Energy: -589.71491 a.u.
- Kohn-Sham gap: 8.6 eV
- F_max: 3.52 eV Å⁻¹


Below is 2 unconnected molecules or ions with the total composition C6H9NOS at a distorted geometry, with properties calculated with ωB97M-V with the def2-TZVPD basis set.

Geometry as ORCA input:
```
! RIJCOSX wB97M-V def2-TZVPD def2/J DEFGRID3
* xyz 0 1
C -1.43870 3.12141 0.02326
C -0.82189 1.99356 -0.28023
C -0.22840 1.04286 -0.77062
C 0.53295 0.04869 -0.98497
S 1.99689 -0.32791 -0.02410
N 2.27042 -1.69214 -0.54600
O 2.06698 0.14465 1.36701
H -1.36608 3.64674 1.01610
H -2.28827 3.55876 -0.60480
H 0.53767 -0.59777 -1.86012
H 2.78902 0.60096 -0.70113
H 2.84686 -2.38755 -0.22211
C -1.80330 -1.30663 0.43572
C -0.63468 -1.86050 0.74109
H -1.69298 -0.28434 0.46558
H -2.63010 -1.72689 0.02075
H 0.09680 -1.13658 1.20474
H -0.23317 -2.83732 0.71982
*
```

Computed properties:
- SMILES: C=C=C=C[S@H](=N)=O.C=C
- ΔE to the lowest compared entry with this formula, charge and spin: 612.0 kJ/mol
- HOMO energy: -9.17 eV
- Energy: -761.93533 a.u.
- Kohn-Sham gap: 8.6 eV
- F_max: 5.27 eV Å⁻¹


Below is 2 unconnected molecules or ions with the total composition C6H9NOSi at a distorted geometry, with properties calculated with ωB97M-V with the def2-TZVPD basis set.

Geometry as ORCA input:
```
! RIJCOSX wB97M-V def2-TZVPD def2/J DEFGRID3
* xyz 0 1
C -1.96715 -0.64222 -0.71819
Si -2.06923 0.55028 0.63669
N -0.42280 1.20924 0.85356
C 0.41142 2.02334 1.05141
O 1.23216 2.79529 1.33712
H -3.04434 -0.96956 -0.90861
H -1.49227 -0.27528 -1.55024
H -1.50223 -1.57936 -0.49923
H -3.02981 1.64389 0.38676
H -2.14509 0.03778 2.00694
C 2.37632 -1.01693 1.58196
C 1.93977 -0.52852 0.54417
C 1.64181 0.07256 -0.66976
C 1.32816 -0.69672 -1.66515
H 2.70386 -1.50111 2.50024
H 1.81611 1.06000 -0.89271
H 1.39717 -1.80946 -1.51679
H 0.82614 -0.37322 -2.47818
*
```

Computed properties:
- SMILES: C[SiH2]N=C=O.C#CC=C
- ΔE to the lowest compared entry with this formula, charge and spin: 155.5 kJ/mol
- HOMO energy: -9.13 eV
- Energy: -653.41955 a.u.
- Kohn-Sham gap: 9.8 eV
- F_max: 4.80 eV Å⁻¹


Below is C6H9NS in the gas phase at a distorted geometry, with properties calculated with ωB97M-V with the def2-TZVPD basis set.

Geometry as ORCA input:
```
! RIJCOSX wB97M-V def2-TZVPD def2/J DEFGRID3
* xyz 0 1
C 1.55688 0.69880 2.11536
C 0.34545 0.41986 1.26575
C 0.28559 0.27823 -0.06995
S 1.68559 0.39105 -1.20840
C 0.65515 -0.77591 -2.37856
N -0.70008 -0.63886 -1.95360
C -0.89458 -0.11454 -0.81835
C -2.21519 -0.10917 -0.16266
H 2.19557 1.45512 1.80840
H 2.14717 -0.15759 2.23033
H 1.13589 1.07912 3.05338
H -0.50347 0.32393 1.83008
H 1.02370 -1.74167 -2.10341
H 0.73857 -0.67177 -3.47840
H -2.24937 0.78012 0.40387
H -2.23381 -1.07325 0.48927
H -2.97307 -0.14347 -1.02310
*
```

Computed properties:
- SMILES: C/C=C1\SCN=C1C
- ΔE to the lowest compared entry with this formula, charge and spin: 119.8 kJ/mol
- HOMO energy: -8.28 eV
- Energy: -686.91719 a.u.
- Kohn-Sham gap: 9.1 eV
- F_max: 3.09 eV Å⁻¹


Below is C6H9NS in the gas phase at a distorted geometry, with properties calculated with ωB97M-V with the def2-TZVPD basis set.

Geometry as ORCA input:
```
! RIJCOSX wB97M-V def2-TZVPD def2/J DEFGRID3
* xyz 0 3
C -0.06455 -0.80042 1.92132
C -2.52496 -0.85748 1.93221
C -1.33584 -0.67113 1.34900
C 1.64962 -0.47132 -0.77318
C 0.42155 1.37136 -1.84207
C 0.45808 0.49731 -0.60261
N 1.01029 -0.77318 2.35911
S -1.13906 -0.60737 -0.48573
H -3.43932 -0.66992 1.53973
H -2.65186 -0.97955 2.99370
H 1.32262 -1.22807 -1.48453
H 2.56769 0.10362 -1.05606
H 1.87816 -0.84547 0.20146
H 0.70610 0.90833 -2.81552
H 1.28942 2.10891 -1.58759
H -0.43329 1.98425 -1.97007
H 0.28535 0.93014 0.32085
*
```

Computed properties:
- ΔE to the lowest compared entry with this formula, charge and spin: 165.2 kJ/mol
- HOMO energy (alpha / beta): -6.13 / -9.80 eV
- Energy: -686.77120 a.u.
- Kohn-Sham gap (alpha / beta): 6.8 / 6.8 eV
- F_max: 8.72 eV Å⁻¹
- ⟨S²⟩: 2.014


Below is a molecular structure, C6H9O6PPb at a distorted geometry, with properties calculated with ωB97M-V with the def2-TZVPD basis set.

Geometry as ORCA input:
```
! RIJCOSX wB97M-V def2-TZVPD def2/J DEFGRID3
* xyz 2 1
O 0.36140 4.56162 -4.32079
C 0.13658 3.60454 -3.73935
Pb -1.03519 1.00918 -1.96251
C 0.89815 -0.37165 -2.57673
C -2.06270 -1.04919 -3.03200
O 1.70134 -1.19968 -2.56744
O -2.58030 -1.97589 -3.46473
C -1.80264 1.03436 1.91771
O -0.42563 0.88256 1.50133
P -0.04243 -0.06122 0.21594
O 1.53235 -0.31142 0.53409
C 2.38391 0.64953 1.19115
O -0.73188 -1.49801 0.59171
C -0.03569 -2.56939 1.25292
H -2.51678 0.48118 1.28609
H -2.06558 2.09956 1.87310
H -1.89445 0.67479 2.95018
H 2.42861 1.60255 0.64445
H 2.04312 0.82464 2.21940
H 3.37835 0.18949 1.20716
H 0.78512 -2.97706 0.64728
H 0.33524 -2.25139 2.23798
H -0.79091 -3.34910 1.39306
*
```

Computed properties:
- HOMO energy: -17.81 eV
- Energy: -1219.01932 a.u.
- Kohn-Sham gap: 8.4 eV
- F_max: 6.87 eV Å⁻¹


Below is C6H9P in the gas phase, with properties calculated with ωB97M-V with the def2-TZVPD basis set.

Geometry as ORCA input:
```
! RIJCOSX wB97M-V def2-TZVPD def2/J DEFGRID3
* xyz 0 1
C 0.29338 1.56320 -0.36709
C -1.00749 1.48612 -0.59210
C 1.39855 -0.58684 -0.26248
C -1.56574 -1.19003 -0.73961
C -0.29435 0.04205 1.45700
C 0.86420 0.50972 0.55142
P -1.79267 0.14330 0.35733
H 0.95838 2.27042 -0.83683
H -1.56954 2.11704 -1.25977
H 1.55119 -1.55529 0.17204
H 1.63838 -0.44237 -1.29742
H -1.77818 -1.01891 -1.78321
H -1.76751 -2.18230 -0.37126
H -0.15759 -0.97553 1.82575
H -0.42361 0.70663 2.31551
H 1.63295 0.92256 1.21961
*
```

Computed properties:
- ΔE to the lowest compared entry with this formula, charge and spin: 293.1 kJ/mol
- HOMO energy (alpha / beta): -7.47 / -8.08 eV
- Energy: -575.22646 a.u.
- Kohn-Sham gap (alpha / beta): 8.0 / 8.2 eV
- F_max: 0.70 eV Å⁻¹